[1]
One molecule with the formula C18H18FN3O6. Source: the Open Molecules 2025 dataset; level of theory: wB97M-V/def2-TZVPD.

Values from the calculation:
HOMO-LUMO gap in eV: 9.368
SMILES: Cn1c(N)c(C(=O)COC(=O)CCC(=O)c2ccc(F)cc2)c(=O)n(C)c1=O

ORCA input file:
```
! RIJCOSX wB97M-V def2-TZVPD def2/J DEFGRID3
* xyz 0 1
C -3.05 -1.91 -2.00
N -2.17 -1.68 -0.87
C -0.94 -2.26 -0.82
N -0.58 -3.07 -1.81
C -0.08 -2.02 0.26
C 1.24 -2.62 0.27
O 1.61 -3.45 -0.56
C 2.18 -2.38 1.45
O 2.78 -1.09 1.53
C 2.60 -0.24 0.53
O 2.02 -0.50 -0.49
C 3.18 1.11 0.85
C 3.39 1.92 -0.43
C 2.20 1.86 -1.38
O 2.34 1.65 -2.56
C 0.86 2.17 -0.80
C 0.68 3.06 0.25
C -0.59 3.36 0.70
C -1.68 2.76 0.09
F -2.92 3.06 0.52
C -1.53 1.88 -0.97
C -0.25 1.59 -1.41
C -0.49 -1.09 1.28
O 0.19 -0.68 2.21
N -1.81 -0.62 1.18
C -2.28 0.24 2.25
C -2.67 -0.88 0.16
O -3.80 -0.46 0.12
H -2.61 -1.53 -2.92
H -3.98 -1.38 -1.79
H -3.28 -2.98 -2.10
H -1.11 -3.16 -2.65
H 0.38 -3.44 -1.72
H 1.64 -2.51 2.39
H 2.99 -3.11 1.37
H 2.47 1.60 1.52
H 4.12 0.98 1.39
H 3.59 2.96 -0.19
H 4.25 1.53 -0.98
H 1.52 3.56 0.71
H -0.76 4.05 1.52
H -2.41 1.45 -1.43
H -0.09 0.92 -2.23
H -2.51 -0.36 3.14
H -3.18 0.75 1.92
H -1.49 0.95 2.50
*
```


[2]
An isolated ion of composition C24H26FN2 and charge +1. Source: the Open Molecules 2025 dataset; level of theory: wB97M-V/def2-TZVPD.

Values from the calculation:
HOMO-LUMO gap in eV: 9.099
SMILES: Fc1ccc(C[NH+]2CCN(C(c3ccccc3)c3ccccc3)CC2)cc1

ORCA input file:
```
! RIJCOSX wB97M-V def2-TZVPD def2/J DEFGRID3
* xyz 1 1
F 2.96 5.38 2.03
C 3.01 4.05 1.93
C 1.93 3.31 2.38
C 1.98 1.93 2.27
C 3.09 1.30 1.71
C 3.10 -0.20 1.58
N 2.08 -0.64 0.61
C 2.36 -0.23 -0.78
C 1.04 -0.35 -1.57
N 0.09 -1.08 -0.75
C -1.24 -1.17 -1.35
C -1.80 0.21 -1.63
C -1.72 1.22 -0.68
C -2.26 2.46 -0.94
C -2.89 2.71 -2.15
C -2.97 1.71 -3.10
C -2.42 0.46 -2.84
C -2.21 -1.86 -0.41
C -2.16 -1.68 0.96
C -3.09 -2.28 1.79
C -4.09 -3.07 1.26
C -4.15 -3.26 -0.11
C -3.22 -2.66 -0.94
C 0.68 -2.36 -0.40
C 1.79 -2.09 0.64
C 4.16 2.07 1.27
C 4.13 3.45 1.37
H 1.08 3.81 2.81
H 1.15 1.34 2.64
H 2.88 -0.66 2.55
H 4.08 -0.55 1.25
H 1.17 -0.19 0.83
H 2.72 0.80 -0.78
H 3.14 -0.88 -1.18
H 1.22 -0.84 -2.54
H 0.62 0.64 -1.78
H -1.20 -1.74 -2.29
H -1.25 1.03 0.27
H -2.20 3.24 -0.19
H -3.32 3.68 -2.35
H -3.46 1.89 -4.05
H -2.49 -0.31 -3.59
H -1.38 -1.05 1.39
H -3.03 -2.13 2.86
H -4.81 -3.54 1.90
H -4.93 -3.87 -0.54
H -3.28 -2.81 -2.01
H 1.09 -2.88 -1.28
H -0.09 -3.01 0.03
H 1.46 -2.36 1.64
H 2.70 -2.64 0.41
H 5.03 1.59 0.84
H 4.95 4.06 1.04
*
```


[3]
C27H16F5N4O5Ti as an isolated structure. Source: the Open Molecules 2025 dataset; level of theory: wB97M-V/def2-TZVPD.

Values from the calculation:
Expectation value of S²: 0.7625
HOMO-LUMO gap (alpha / beta) in eV: 6.361 / 7.567

ORCA input file:
```
! RIJCOSX wB97M-V def2-TZVPD def2/J DEFGRID3
* xyz 0 2
Ti -0.33 0.45 -0.09
C -3.54 -2.36 -0.84
C -2.36 -1.47 -0.95
N -1.72 -0.99 0.08
N -2.12 -1.37 1.35
C -1.35 -0.75 2.19
O -0.40 0.05 1.77
C -1.51 -0.92 3.65
C -0.85 -0.04 4.51
C -1.01 -0.18 5.88
C -1.80 -1.19 6.39
C -2.45 -2.07 5.53
C -2.30 -1.94 4.16
C -1.79 -1.02 -2.20
C -2.27 -1.40 -3.46
C -1.62 -0.94 -4.58
C -0.49 -0.14 -4.44
C -0.07 0.20 -3.17
N -0.72 -0.20 -2.06
H -4.01 -2.23 0.13
H -3.26 -3.41 -0.94
H -4.27 -2.13 -1.62
H -0.23 0.74 4.09
H -0.50 0.51 6.54
H -1.91 -1.30 7.46
H -3.06 -2.87 5.93
H -2.80 -2.61 3.48
H -3.13 -2.04 -3.54
H -1.97 -1.22 -5.57
H 0.07 0.21 -5.29
H 0.80 0.81 -3.01
O 3.73 0.57 -0.12
C 2.66 1.06 -0.38
O 1.53 0.37 -0.41
C 2.55 2.54 -0.69
C 3.65 3.34 -0.43
C 3.60 4.71 -0.64
C 2.44 5.30 -1.14
C 1.37 4.48 -1.41
C 1.39 3.11 -1.19
N 0.13 5.07 -1.96
O 0.08 6.28 -2.05
O -0.82 4.32 -2.13
H 4.54 2.87 -0.04
H 4.46 5.33 -0.42
H 2.37 6.36 -1.32
H 0.49 2.56 -1.42
F -0.02 3.04 1.39
C -1.24 3.14 0.80
C -1.69 2.10 0.01
C -2.93 2.29 -0.56
F -3.45 1.34 -1.37
C -3.69 3.43 -0.37
F -4.89 3.57 -0.94
C -3.20 4.44 0.44
F -3.92 5.54 0.64
C -1.96 4.30 1.04
F -1.48 5.28 1.82
*
```


[4]
One molecule with the formula C20H26N4O4. Source: the Open Molecules 2025 dataset; level of theory: wB97M-V/def2-TZVPD.

Values from the calculation:
HOMO-LUMO gap in eV: 9.567
SMILES: CC(=O)NCCC1CCN(C(=O)c2cc(COc3ccc(C)nc3)on2)CC1

ORCA input file:
```
! RIJCOSX wB97M-V def2-TZVPD def2/J DEFGRID3
* xyz 0 1
C 4.36 -1.12 3.26
C 3.24 -2.05 3.68
O 2.44 -1.80 4.55
N 3.22 -3.21 2.98
C 2.24 -4.25 3.20
C 1.43 -4.60 1.94
C 0.28 -3.64 1.64
C -0.56 -4.19 0.49
C -1.69 -3.23 0.12
N -1.14 -1.94 -0.22
C -1.18 -1.53 -1.50
O -1.76 -2.16 -2.37
C -0.53 -0.24 -1.87
C -0.94 0.52 -3.00
C -0.04 1.55 -3.04
C 0.12 2.71 -3.97
O 0.28 3.94 -3.32
C -0.78 4.47 -2.63
C -0.55 5.69 -1.99
C -1.58 6.28 -1.29
C -2.83 5.64 -1.26
C -3.99 6.24 -0.52
N -3.03 4.49 -1.87
C -2.05 3.91 -2.53
O 0.82 1.41 -2.02
N 0.51 0.31 -1.31
C -0.42 -1.34 0.87
C 0.76 -2.23 1.27
H 5.32 -1.61 3.35
H 4.21 -0.81 2.23
H 4.34 -0.24 3.90
H 3.90 -3.36 2.26
H 1.59 -3.90 4.00
H 2.76 -5.15 3.55
H 1.02 -5.60 2.08
H 2.11 -4.64 1.08
H -0.35 -3.56 2.53
H -0.99 -5.16 0.76
H 0.07 -4.34 -0.39
H -2.25 -3.60 -0.74
H -2.38 -3.11 0.97
H -1.75 0.30 -3.66
H 1.05 2.58 -4.54
H -0.72 2.73 -4.67
H 0.43 6.14 -2.05
H -1.44 7.22 -0.79
H -3.75 6.34 0.54
H -4.22 7.23 -0.91
H -4.86 5.60 -0.63
H -2.30 2.97 -3.00
H -0.05 -0.35 0.59
H -1.10 -1.24 1.72
H 1.46 -2.28 0.44
H 1.26 -1.77 2.13
*
```